Formula: C5H7BrO
Source: OMol25
Level of theory: ωB97M-V with the def2-TZVPD basis set

Structure (ORCA input):
```
! RIJCOSX wB97M-V def2-TZVPD def2/J DEFGRID3
* xyz 0 1
Br 2.35 0.15 -2.51
O -0.87 -1.10 1.23
C 1.23 1.55 0.35
C -0.01 -1.50 -1.71
C 0.79 -0.45 -1.64
C -0.90 0.25 0.70
C 0.29 0.72 -0.05
H 1.08 2.11 1.16
H -0.93 -1.60 -1.23
H 0.03 -1.48 1.47
H -1.73 0.54 0.07
H 0.29 -2.33 -2.34
H -1.12 0.84 1.63
H 2.15 1.88 -0.25
*
```

Output
Energy relative to the best compared isomer or geometry (same formula, charge and spin) in eV: 3.388
HOMO level in eV: -9.351
E in eV: -77384.1282
Orbital gap in eV: 10.10
LUMO in eV: 0.75
Largest force on an atom in eV/Å: 5.42

Formula: C5H7BrO
Source: OMol25
Level of theory: ωB97M-V with the def2-TZVPD basis set

Structure (ORCA input):
```
! RIJCOSX wB97M-V def2-TZVPD def2/J DEFGRID3
* xyz 0 1
Br 1.75 -2.36 0.50
O 0.70 -1.42 -2.79
C 0.73 -0.90 0.02
C 0.04 -0.20 0.86
C 1.11 -0.37 -2.01
C -0.21 0.01 2.32
C -0.95 0.87 1.35
H -0.53 1.85 1.21
H 0.74 0.51 2.75
H -1.93 0.74 1.26
H 2.20 -0.17 -1.95
H 1.15 -2.34 -2.48
H -0.82 -0.76 2.84
H 0.52 0.47 -2.17
*
```

Output
Energy relative to the best compared isomer or geometry (same formula, charge and spin) in eV: 3.927
HOMO level in eV: -8.518
E in eV: -77383.5890
Orbital gap in eV: 9.24
LUMO in eV: 0.72
Largest force on an atom in eV/Å: 4.95

Formula: C5H7Cl
Source: OMol25
Level of theory: ωB97M-V with the def2-TZVPD basis set

Structure (ORCA input):
```
! RIJCOSX wB97M-V def2-TZVPD def2/J DEFGRID3
* xyz 0 1
Cl 2.82 -0.72 -0.06
C 0.70 1.71 -0.16
C 0.22 0.14 0.02
C 1.08 -0.83 0.31
C -1.22 -0.17 0.14
C -1.52 -1.38 -0.21
H 0.78 2.22 0.96
H 0.69 -1.92 0.51
H -0.12 2.24 -0.76
H -2.57 -1.34 -0.29
H -1.75 0.46 0.78
H -0.92 -2.14 -0.75
H 1.82 1.73 -0.48
*
```

Output
Energy relative to the best compared isomer or geometry (same formula, charge and spin) in eV: 2.551
HOMO level in eV: -8.910
E in eV: -17817.9271
Orbital gap in eV: 9.59
SMILES: C=C/C(C)=C/Cl
LUMO in eV: 0.68
Largest force on an atom in eV/Å: 4.51

Formula: C5H7Cl
Source: OMol25
Level of theory: ωB97M-V with the def2-TZVPD basis set

Structure (ORCA input):
```
! RIJCOSX wB97M-V def2-TZVPD def2/J DEFGRID3
* xyz 0 1
Cl -0.70 0.92 0.10
C 0.68 0.53 1.07
C -2.94 -0.24 -0.39
C -1.94 -0.49 0.41
C 1.83 0.00 0.31
C 1.91 -0.20 -0.97
H 2.61 -0.50 0.79
H 0.47 -0.37 1.70
H -3.76 -0.85 -0.51
H 1.20 0.02 -1.85
H -3.01 0.61 -1.09
H 2.82 -0.77 -1.30
H 0.83 1.36 1.73
*
```

Output
Energy relative to the best compared isomer or geometry (same formula, charge and spin) in eV: 5.335
HOMO level in eV: -8.576
E in eV: -17815.1440
Orbital gap in eV: 9.43
LUMO in eV: 0.85
Largest force on an atom in eV/Å: 4.59

Formula: C5H7Cl2N2O
Source: OMol25
Level of theory: ωB97M-V with the def2-TZVPD basis set

Structure (ORCA input):
```
! RIJCOSX wB97M-V def2-TZVPD def2/J DEFGRID3
* xyz 1 1
Cl -3.64 0.49 0.77
Cl 2.98 0.24 1.31
O -0.77 2.66 0.12
N -1.53 -1.09 0.51
N 0.86 -0.84 0.04
C -0.30 -1.48 0.05
C -1.97 0.18 0.75
C 0.96 1.22 -0.55
C 0.15 2.30 -0.62
C 1.24 0.35 0.67
H -2.20 -1.87 0.54
H 0.73 0.79 1.64
H -1.29 0.98 0.63
H 1.55 -1.42 -0.40
H 1.65 1.27 -1.38
H -0.25 -2.44 -0.48
H 0.51 3.04 -1.40
*
```

Output
Energy relative to the best compared isomer or geometry (same formula, charge and spin) in eV: 3.268
HOMO level (spin up / spin down) in eV: -13.685 / -12.062
E in eV: -35359.6288
Orbital gap (spin up / spin down) in eV: 8.59 / 6.00
SMILES: [O-]/C=C\[C@H](Cl)/[NH+]=C\[NH+]=C\Cl
LUMO (spin up / spin down) in eV: -5.09 / -6.06
Largest force on an atom in eV/Å: 4.73

Formula: C5H7Cl2N3O2
Source: OMol25
Level of theory: ωB97M-V with the def2-TZVPD basis set

Structure (ORCA input):
```
! RIJCOSX wB97M-V def2-TZVPD def2/J DEFGRID3
* xyz 0 1
Cl 2.40 1.84 -0.69
Cl -2.62 1.96 -0.53
O 1.67 -2.00 -0.40
O -2.21 0.10 0.92
N 0.14 0.70 1.20
N -0.53 -1.17 0.03
N 1.18 -0.02 0.75
C 0.87 -1.18 0.02
C -1.38 -2.16 -0.57
C 2.48 0.63 0.67
C -0.97 -0.07 0.75
C -1.09 2.41 -0.59
H -0.33 1.86 -1.24
H -2.25 -2.26 -0.03
H 3.29 -0.10 0.40
H 2.81 1.11 1.62
H -0.88 -3.08 -0.55
H -1.71 -1.92 -1.61
H -0.87 3.35 -0.15
*
```

Output
Energy relative to the best compared isomer or geometry (same formula, charge and spin) in eV: 0.712
HOMO level (spin up / spin down) in eV: -8.059 / -8.866
E in eV: -38905.5603
Orbital gap (spin up / spin down) in eV: 6.30 / 8.37
LUMO (spin up / spin down) in eV: -1.76 / -0.49
Largest force on an atom in eV/Å: 3.26

Formula: C5H7ClFN
Source: OMol25
Level of theory: ωB97M-V with the def2-TZVPD basis set

Structure (ORCA input):
```
! RIJCOSX wB97M-V def2-TZVPD def2/J DEFGRID3
* xyz 0 1
Cl 2.53 0.02 -0.55
F 0.59 2.25 -0.66
N -2.09 0.08 -0.83
C -0.67 -0.52 -0.92
C 0.19 1.28 0.30
C 1.18 -0.06 0.42
C -1.15 0.46 0.27
C 0.37 -1.27 -0.11
H -1.14 -0.02 1.24
H 0.34 2.00 1.26
H -2.69 -0.40 -0.23
H 1.60 -0.18 1.53
H 0.02 0.12 -1.64
H -0.19 -1.77 0.68
H 1.12 -2.00 -0.75
*
```

Output
Energy relative to the best compared isomer or geometry (same formula, charge and spin) in eV: 5.610
HOMO level in eV: -8.949
E in eV: -22022.6892
Orbital gap in eV: 9.61
SMILES: F[C@H]1[C@H]2N[C@@H]2C[C@H]1Cl
LUMO in eV: 0.66
Largest force on an atom in eV/Å: 4.43

Formula: C5H7ClINO2
Source: OMol25
Level of theory: ωB97M-V with the def2-TZVPD basis set

Structure (ORCA input):
```
! RIJCOSX wB97M-V def2-TZVPD def2/J DEFGRID3
* xyz 0 3
I -0.61 -3.17 0.81
Cl -2.86 -0.53 -1.07
O 3.04 -0.67 -0.64
O 1.45 0.34 -1.74
N 1.97 -0.18 -0.75
C -1.56 -0.27 0.09
C -0.40 -1.22 -0.13
C -0.87 1.13 -0.07
C 1.06 -0.24 0.43
C 0.38 1.11 0.75
H -0.44 1.23 -1.06
H 0.78 1.97 0.42
H 1.63 -0.77 1.25
H -1.93 -0.42 1.02
H 0.30 1.13 1.80
H -1.66 1.88 0.14
H -0.27 -1.32 -1.26
*
```

Output
HOMO level (spin up / spin down) in eV: -5.342 / -9.403
E in eV: -31497.8118
Orbital gap (spin up / spin down) in eV: 4.67 / 4.32
LUMO (spin up / spin down) in eV: -0.67 / -5.08
Largest force on an atom in eV/Å: 6.03

Formula: C5H7ClN2
Source: OMol25
Level of theory: ωB97M-V with the def2-TZVPD basis set

Structure (ORCA input):
```
! RIJCOSX wB97M-V def2-TZVPD def2/J DEFGRID3
* xyz 0 1
Cl 0.88 -0.01 -2.26
N -0.98 -0.75 0.95
N 1.54 -1.21 -0.09
C -1.45 0.91 -0.61
C 0.95 -0.04 -0.53
C -0.55 -0.07 -0.09
C -2.64 1.23 -0.01
C 2.47 -1.17 0.74
H 2.81 -0.09 1.14
H -3.30 1.90 -0.57
H -0.98 1.50 -1.41
H 1.66 0.77 -0.18
H -3.02 0.69 0.81
H -0.36 -1.49 1.19
H 2.96 -2.16 0.93
*
```

Output
Energy relative to the best compared isomer or geometry (same formula, charge and spin) in eV: 3.039
HOMO level in eV: -9.465
E in eV: -20798.2286
Orbital gap in eV: 9.51
SMILES: [H]/N=C(/C=C)[C@H](Cl)N=C
LUMO in eV: 0.04
Largest force on an atom in eV/Å: 4.76

Formula: C5H7ClN2O
Source: OMol25
Level of theory: ωB97M-V with the def2-TZVPD basis set

Structure (ORCA input):
```
! RIJCOSX wB97M-V def2-TZVPD def2/J DEFGRID3
* xyz 0 1
Cl 2.41 0.63 0.00
O -2.56 0.52 -0.51
N 0.45 -1.22 -0.48
N -0.95 -1.09 -0.51
C 0.88 0.28 -0.06
C -0.21 1.04 -0.03
C -1.41 0.20 -0.41
C -0.38 2.53 0.24
C 1.05 -2.22 0.29
H 1.44 -3.13 -0.22
H 0.32 -2.67 1.05
H -1.36 -1.79 -1.07
H 0.45 3.16 0.24
H -0.85 2.58 1.17
H 1.87 -1.72 0.79
H -1.15 2.90 -0.48
*
```

Output
Energy relative to the best compared isomer or geometry (same formula, charge and spin) in eV: 1.604
HOMO level in eV: -8.580
E in eV: -22846.6983
Orbital gap in eV: 9.22
SMILES: Cc1c(Cl)n(C)[nH]c1=O
LUMO in eV: 0.64
Largest force on an atom in eV/Å: 6.90

Formula: C5H7ClN2S
Source: OMol25
Level of theory: ωB97M-V with the def2-TZVPD basis set

Structure (ORCA input):
```
! RIJCOSX wB97M-V def2-TZVPD def2/J DEFGRID3
* xyz 0 1
Cl 4.52 0.29 -0.73
S 3.02 -0.41 0.35
N -1.11 -0.32 -0.50
N -0.59 0.51 -1.23
C 0.72 0.86 -0.83
C 1.72 -0.07 -0.77
C 0.63 2.22 -0.07
C -2.42 -1.95 1.00
C -1.64 -1.15 0.10
H -3.41 -1.93 0.63
H -2.01 -2.94 0.97
H -0.21 2.59 -0.55
H 1.44 -0.80 -1.52
H -2.47 -1.55 2.11
H 1.41 2.93 0.07
H 0.41 1.71 0.96
*
```

Output
Energy relative to the best compared isomer or geometry (same formula, charge and spin) in eV: 3.290
HOMO level in eV: -8.280
E in eV: -31631.3456
Orbital gap in eV: 8.43
LUMO in eV: 0.15
Largest force on an atom in eV/Å: 4.48

Formula: C5H7ClO
Source: OMol25
Level of theory: ωB97M-V with the def2-TZVPD basis set

Structure (ORCA input):
```
! RIJCOSX wB97M-V def2-TZVPD def2/J DEFGRID3
* xyz 0 1
Cl -3.22 -0.03 -0.12
O 0.19 -2.51 0.24
C 1.06 -0.21 0.26
C 0.62 1.20 0.00
C 0.24 -1.28 -0.38
C -0.89 1.45 0.01
C -1.55 0.28 0.07
H 2.12 -0.17 -0.03
H -0.11 -1.03 -1.42
H 1.04 1.69 -0.79
H 1.28 -0.48 1.45
H -0.45 -3.03 -0.23
H 1.09 1.71 0.86
H -1.42 2.42 0.08
*
```

Output
Energy relative to the best compared isomer or geometry (same formula, charge and spin) in eV: 3.952
HOMO level (spin up / spin down) in eV: -7.853 / -7.858
E in eV: -19864.0009
Orbital gap (spin up / spin down) in eV: 8.28 / 8.29
LUMO (spin up / spin down) in eV: 0.43 / 0.43
Largest force on an atom in eV/Å: 4.09